{
  "formula": "C2H3P3",
  "method": "ωB97M-V with the def2-TZVPD basis set",
  "symbols": ["C", "C", "P", "P", "P", "H", "H", "H"],
  "positions_angstrom": [[0.8852, 0.4677, 0.0861], [0.5446, -0.8680, -0.1384], [-0.9736, -1.7171, 0.0512], [-2.3852, -0.0482, -0.0302], [-1.3126, 1.6297, 0.0085], [0.4979, 1.0505, 1.0741], [1.6294, 1.1131, -0.3716], [1.1142, -1.6278, -0.6797]],
  "nbo_charge": [-0.5210, -0.5566, 0.3014, -0.0923, 0.1340, 0.2434, 0.2393, 0.2517],
  "homo_energy_ev": -8.13,
  "e_above_lowest_kj_mol": 205.67,
  "largest_force_ev_per_a": 3.353,
  "spin_multiplicity": 1,
  "lumo_ev": -1.432,
  "charge": 0,
  "smiles": "C=CP=P#P"
}

***

{
  "formula": "C29H30MgN7O3",
  "method": "ωB97M-V with the def2-TZVPD basis set",
  "symbols": ["Mg", "N", "O", "O", "O", "N", "C", "C", "C", "C", "H", "H", "H", "H", "H", "N", "C", "C", "C", "C", "C", "H", "H", "H", "H", "H", "N", "C", "C", "C", "C", "C", "H", "H", "H", "H", "H", "N", "C", "C", "C", "C", "C", "H", "H", "H", "H", "H", "N", "C", "C", "C", "C", "C", "H", "H", "H", "H", "H", "N", "C", "C", "C", "C", "C", "H", "H", "H", "H", "H"],
  "positions_angstrom": [[-0.4326, 1.5237, 1.0233], [-0.3978, -1.6099, 0.1639], [-1.5857, -1.9528, 0.0330], [0.5203, -2.4171, 0.0678], [-0.1480, -0.3911, 0.4306], [-1.2282, -4.5511, -1.2150], [-0.4024, -5.5802, -1.5692], [-1.1926, -6.5933, -2.0548], [-2.5304, -6.1526, -2.0127], [-2.5273, -4.8947, -1.4424], [-0.8230, -3.7425, -0.7620], [0.6603, -5.4418, -1.4651], [-0.8759, -7.5552, -2.4280], [-3.4019, -6.6995, -2.3295], [-3.3301, -4.2010, -1.2602], [-0.7737, 0.8617, 2.8876], [-0.0353, 1.1872, 3.9649], [-0.2705, 0.7998, 5.2742], [-1.3483, -0.0264, 5.5550], [-2.1705, -0.3215, 4.4771], [-1.8451, 0.0939, 3.2075], [0.8255, 1.8429, 3.8894], [0.4347, 1.1057, 6.0339], [-1.6841, -0.2718, 6.5533], [-3.0757, -0.9012, 4.5970], [-2.5118, -0.1766, 2.3991], [-0.2799, 2.0912, -0.9920], [0.2471, 1.2955, -1.9574], [0.1780, 1.6055, -3.2925], [-0.3950, 2.7982, -3.7323], [-0.8732, 3.6473, -2.7607], [-0.7461, 3.2685, -1.4372], [0.6551, 0.3311, -1.6890], [0.5975, 0.9294, -4.0261], [-0.4111, 3.0048, -4.7931], [-1.3232, 4.6073, -2.9733], [-1.0616, 3.9712, -0.6704], [1.5771, 1.7069, 1.2089], [2.2107, 2.7567, 0.6424], [3.5726, 2.9927, 0.7060], [4.3647, 2.1066, 1.4237], [3.7322, 1.0549, 2.0671], [2.3621, 0.9058, 1.9458], [1.5910, 3.4616, 0.1047], [3.9383, 3.7982, 0.0853], [5.4316, 2.2586, 1.5135], [4.2764, 0.3015, 2.6180], [1.8820, 0.0404, 2.3829], [5.0053, -1.1579, -3.6901], [4.5404, -2.2749, -3.1391], [3.6602, -2.2689, -2.0586], [3.3448, -1.0256, -1.5209], [3.8328, 0.1334, -2.0964], [4.6380, 0.0232, -3.2261], [4.9110, -3.2106, -3.5365], [3.2290, -3.1661, -1.6399], [2.6654, -0.9367, -0.6790], [3.7077, 1.1168, -1.6555], [5.0720, 0.8975, -3.6982], [-2.5680, 1.7655, 0.7464], [-3.3936, 2.5439, 1.4866], [-4.7616, 2.5392, 1.4005], [-5.3816, 1.6422, 0.5169], [-4.5583, 0.9039, -0.3096], [-3.1810, 0.9754, -0.1472], [-2.8627, 3.2187, 2.1508], [-5.3409, 3.1008, 2.1194], [-6.4607, 1.6265, 0.4683], [-4.9551, 0.2310, -1.0566], [-2.5193, 0.4539, -0.8277]],
  "nbo_charge": [1.7770, 0.7360, -0.4818, -0.4503, -0.7164, -0.5137, -0.0861, -0.3010, -0.3143, -0.0820, 0.4329, 0.2025, 0.2165, 0.2181, 0.2027, -0.6217, 0.0488, -0.2496, -0.1128, -0.2350, 0.0594, 0.2056, 0.2398, 0.2418, 0.2418, 0.2241, -0.6135, 0.0499, -0.2314, -0.1227, -0.2539, 0.0505, 0.2391, 0.2445, 0.2410, 0.2411, 0.1928, -0.6154, 0.0486, -0.2519, -0.1159, -0.2357, 0.0568, 0.2012, 0.2434, 0.2425, 0.2450, 0.2248, -0.4131, 0.0414, -0.2382, -0.1965, -0.2819, 0.0347, 0.2014, 0.2314, 0.2218, 0.2028, 0.1932, -0.6049, 0.0343, -0.2507, -0.1221, -0.2366, 0.0656, 0.1983, 0.2413, 0.2402, 0.2456, 0.2286],
  "homo_energy_ev": -9.00,
  "e_above_lowest_kj_mol": 0.00,
  "largest_force_ev_per_a": 2.823,
  "spin_multiplicity": 1,
  "lumo_ev": -2.935,
  "charge": 1
}

***

{
  "formula": "C12H14N2O3",
  "method": "ωB97M-V with the def2-TZVPD basis set",
  "symbols": ["O", "C", "N", "C", "O", "N", "C", "C", "O", "C", "C", "C", "C", "C", "C", "C", "C", "H", "H", "H", "H", "H", "H", "H", "H", "H", "H", "H", "H", "H", "H"],
  "positions_angstrom": [[-0.2509, 1.4470, -0.2368], [0.4605, 0.8077, 0.5063], [1.0685, -0.3743, 0.1393], [1.1131, -0.9098, -1.1731], [2.1780, -1.2484, -1.6443], [-0.0630, -1.0516, -1.8041], [-1.3780, -0.9153, -1.2109], [-2.3388, -1.8660, -1.9204], [-2.4769, -1.5756, -3.2960], [-1.3155, -1.0076, -3.8734], [-0.0417, -1.4866, -3.1911], [0.7540, 1.2348, 1.9014], [0.6784, 2.5944, 2.1923], [0.9330, 3.0497, 3.4721], [1.2496, 2.1491, 4.4760], [1.3051, 0.7926, 4.1983], [1.0622, 0.3329, 2.9167], [1.8945, -0.6264, 0.6681], [-1.7360, 0.1168, -1.3005], [-1.3274, -1.1682, -0.1490], [-1.9885, -2.9019, -1.7914], [-3.3383, -1.7831, -1.4861], [-1.3208, -1.3016, -4.9258], [-1.3677, 0.0890, -3.8135], [0.8427, -1.0644, -3.6722], [0.0302, -2.5799, -3.2472], [0.4218, 3.2780, 1.3972], [0.8815, 4.1061, 3.6887], [1.4467, 2.5020, 5.4773], [1.5376, 0.0897, 4.9844], [1.0863, -0.7290, 2.7177]],
  "nbo_charge": [-0.5923, 0.6596, -0.6751, 0.7980, -0.6331, -0.4252, -0.2504, -0.0755, -0.5279, -0.0785, -0.2456, -0.0982, -0.1715, -0.2130, -0.1889, -0.2156, -0.2043, 0.4179, 0.2272, 0.2176, 0.1638, 0.1996, 0.1993, 0.1729, 0.2399, 0.1977, 0.2344, 0.2186, 0.2170, 0.2176, 0.2140],
  "homo_energy_ev": -9.37,
  "e_above_lowest_kj_mol": 83.56,
  "largest_force_ev_per_a": 0.548,
  "spin_multiplicity": 1,
  "lumo_ev": 0.392,
  "charge": 0,
  "smiles": "O=C(NC(=O)N1CCOCC1)c1ccccc1"
}

***

{
  "formula": "C2H5N3P",
  "method": "ωB97M-V with the def2-TZVPD basis set",
  "symbols": ["C", "N", "P", "N", "C", "N", "H", "H", "H", "H", "H"],
  "positions_angstrom": [[-1.4075, 0.0765, 1.5509], [-0.5357, 0.3890, 0.6820], [0.9188, -0.3531, 0.3301], [0.4699, -1.7827, -0.3464], [1.0528, 1.0819, -1.3306], [1.3079, 2.1411, -1.7212], [-1.2059, -0.4412, 2.3832], [-2.5160, 0.4715, 1.5066], [-0.4103, -2.2246, -0.2599], [1.1550, -2.4118, -0.6604], [1.1708, 3.0534, -2.1344]],
  "nbo_charge": [0.1087, -0.8021, 1.3574, -1.1349, 0.3291, -0.5561, 0.1597, 0.2017, 0.4252, 0.4277, 0.4835],
  "homo_energy_ev": -13.83,
  "e_above_lowest_kj_mol": 136.00,
  "largest_force_ev_per_a": 4.831,
  "spin_multiplicity": 1,
  "lumo_ev": -4.515,
  "charge": 1,
  "smiles": "C=NP(=[NH2+])=C=N"
}

***

Question: Look up the charge of the second one.
Answer: +1

***

Question: Which formula does entry 3 have?
Answer: C12H14N2O3

***

What did the first record say?
{
  "formula": "C2H3P3",
  "method": "ωB97M-V with the def2-TZVPD basis set",
  "symbols": ["C", "C", "P", "P", "P", "H", "H", "H"],
  "positions_angstrom": [[0.8852, 0.4677, 0.0861], [0.5446, -0.8680, -0.1384], [-0.9736, -1.7171, 0.0512], [-2.3852, -0.0482, -0.0302], [-1.3126, 1.6297, 0.0085], [0.4979, 1.0505, 1.0741], [1.6294, 1.1131, -0.3716], [1.1142, -1.6278, -0.6797]],
  "nbo_charge": [-0.5210, -0.5566, 0.3014, -0.0923, 0.1340, 0.2434, 0.2393, 0.2517],
  "homo_energy_ev": -8.13,
  "e_above_lowest_kj_mol": 205.67,
  "largest_force_ev_per_a": 3.353,
  "spin_multiplicity": 1,
  "lumo_ev": -1.432,
  "charge": 0,
  "smiles": "C=CP=P#P"
}